Record 1
Here is 6 unconnected molecules or ions with the total composition C50H82N3O18PS6 from the OMol25 dataset. Energies are from the ωB97M-V functional and the def2-TZVPD basis.

Calculated values
SMILES: CCCCCCCc1c(O)cc(P(N)O)c2c1N(c1ccncc1)c1c(COCC)cc(Cc3ccc(C)cc3)cc1S2.CCOS(C)(=O)=O.CCOS(C)(=O)=O.CCOS(C)(=O)=O.CCOS(C)(=O)=O.CCOS(C)(=O)=O
HOMO energy (eV): -8.2330
Strongest force on any atom (eV Å⁻¹): 0.7
Gap between HOMO and LUMO (eV): 8.49

Last column: Löwdin charge in e.
CARTESIAN COORDINATES (ANGSTROEM)
C: -0.7942 0.0227 5.6745  -0.09
C: -0.0799 0.5707 4.4268  -0.25
C: 1.3311 1.0485 4.7477  -0.22
C: 2.0205 1.7891 3.5984  -0.20
C: 2.0750 1.0460 2.2549  -0.19
C: 2.3271 2.0317 1.1024  -0.19
C: 1.0226 2.5421 0.4847  -0.11
C: -0.0023 1.5114 0.0546  -0.08
C: 0.3207 0.2843 -0.5200  -0.25
O: 1.6473 -0.0287 -0.7713  0.03
C: -0.6471 -0.6328 -0.8960  -0.02
C: -1.9933 -0.3633 -0.7097  -0.37
P: -3.2940 -1.5968 -1.0661  0.84
N: -2.4044 -2.5944 -2.1850  -0.18
O: -4.2692 -0.8025 -2.1292  -0.34
C: -2.3435 0.8705 -0.1628  -0.44
C: -1.3694 1.7928 0.2090  -0.18
N: -1.7923 3.0440 0.7823  0.02
C: -2.1644 4.0141 -0.1848  -0.20
C: -1.4273 4.1337 -1.3552  -0.01
C: -1.8072 5.0946 -2.2703  -0.15
N: -2.8405 5.9222 -2.1391  0.06
C: -3.5279 5.7952 -1.0056  -0.14
C: -3.2466 4.8705 -0.0103  -0.01
C: -2.7174 2.8702 1.8622  -0.20
C: -2.5173 3.4732 3.0941  -0.12
C: -1.2893 4.3014 3.4033  -0.16
O: -1.5764 5.5290 4.0332  -0.13
C: -2.2434 6.4697 3.1988  -0.25
C: -3.6425 6.7756 3.6998  -0.07
C: -3.4625 3.2885 4.1020  0.02
C: -4.5927 2.5126 3.9050  -0.22
C: -5.6042 2.2803 5.0030  -0.09
C: -5.7178 0.8237 5.3988  -0.22
C: -4.6329 -0.0387 5.3401  -0.03
C: -4.7596 -1.3722 5.6887  -0.03
C: -5.9788 -1.8964 6.1057  -0.28
C: -6.1034 -3.3488 6.4705  -0.05
C: -7.0602 -1.0283 6.1809  -0.05
C: -6.9298 0.3057 5.8322  -0.04
C: -4.7823 1.8984 2.6708  -0.03
C: -3.8484 2.0771 1.6711  -0.41
S: -4.0496 1.2881 0.1016  1.05
H: -0.0798 -0.1423 6.4790  0.07
H: -1.5381 0.7344 6.0298  0.06
H: -1.3037 -0.9149 5.4642  0.06
H: -0.6424 1.3973 3.9853  0.09
H: -0.0353 -0.2223 3.6814  0.10
H: 1.2810 1.7397 5.5929  0.11
H: 1.9585 0.2029 5.0358  0.10
H: 1.5399 2.7590 3.4335  0.10
H: 3.0518 1.9982 3.8888  0.11
H: 2.9189 0.3531 2.2905  0.11
H: 1.1622 0.4828 2.0804  0.09
H: 2.9956 1.6226 0.3519  0.10
H: 2.8442 2.9014 1.5157  0.11
H: 1.2153 3.2018 -0.3635  0.12
H: 0.5400 3.1655 1.2357  0.10
H: 1.9040 -0.7627 -0.2018  0.12
H: -0.3338 -1.5751 -1.3267  0.10
H: -3.0074 -2.7615 -2.9863  0.03
H: -2.3175 -3.5041 -1.7410  0.03
H: -3.8682 -0.7216 -3.0054  0.01
H: -0.5844 3.4921 -1.5528  0.10
H: -1.2185 5.1873 -3.1765  0.11
H: -4.3726 6.4601 -0.8712  0.11
H: -3.8694 4.8119 0.8697  0.11
H: -0.6690 4.4400 2.5167  0.12
H: -0.6854 3.7405 4.1204  0.12
H: -1.6564 7.3906 3.2144  0.12
H: -2.2777 6.1216 2.1638  0.10
H: -3.5902 7.1024 4.7364  0.08
H: -4.0649 7.5781 3.0949  0.08
H: -4.2910 5.9050 3.6250  0.06
H: -3.2965 3.7704 5.0570  0.13
H: -6.5757 2.6130 4.6371  0.12
H: -5.3248 2.8798 5.8697  0.12
H: -3.6672 0.3069 4.9997  0.10
H: -3.8982 -2.0249 5.6273  0.11
H: -5.8671 -3.4765 7.5288  0.08
H: -5.3826 -3.9531 5.9245  0.08
H: -7.1090 -3.7203 6.2929  0.07
H: -8.0133 -1.4187 6.5145  0.11
H: -7.8002 0.9470 5.9021  0.11
H: -5.6462 1.2714 2.4953  0.13
C: 4.3175 -3.5321 9.5369  -0.07
C: 4.6567 -2.2960 8.7302  -0.25
O: 5.0655 -2.6069 7.3791  -0.26
S: 3.9236 -2.9807 6.3370  0.56
C: 4.8891 -2.8372 4.8782  -0.12
O: 2.9291 -1.9499 6.3611  -0.28
O: 3.5363 -4.3436 6.5272  -0.27
H: 3.4198 -4.0193 9.1598  0.07
H: 4.1479 -3.2548 10.5776  0.08
H: 5.1322 -4.2545 9.4908  0.08
H: 3.8229 -1.5934 8.6997  0.11
H: 5.5101 -1.7774 9.1624  0.12
H: 5.2056 -1.8038 4.7678  0.08
H: 4.2618 -3.1358 4.0405  0.07
H: 5.7454 -3.5012 4.9556  0.07
C: -2.3826 1.9994 -3.8822  -0.05
C: -2.1212 0.6727 -4.5563  -0.24
O: -2.2020 0.7359 -5.9975  -0.25
S: -0.9547 1.3594 -6.7589  0.57
C: -1.3679 0.8134 -8.3770  -0.11
O: 0.2283 0.6828 -6.3074  -0.29
O: -1.0209 2.7849 -6.7078  -0.26
H: -1.5956 2.7186 -4.1035  0.07
H: -2.4377 1.8739 -2.7998  0.06
H: -3.3233 2.4252 -4.2334  0.10
H: -1.1507 0.2629 -4.2710  0.11
H: -2.8753 -0.0600 -4.2727  0.09
H: -1.3435 -0.2725 -8.3984  0.08
H: -0.6192 1.2271 -9.0515  0.07
H: -2.3554 1.1912 -8.6273  0.08
C: 4.3292 -5.1825 -1.0982  -0.06
C: 4.1313 -6.5225 -0.4247  -0.24
O: 5.1585 -6.8182 0.5568  -0.26
S: 5.0603 -6.0684 1.9495  0.55
C: 6.2095 -7.0666 2.8300  -0.12
O: 3.7476 -6.2497 2.4894  -0.27
O: 5.5946 -4.7454 1.8189  -0.29
H: 4.1850 -4.3624 -0.3960  0.07
H: 3.6097 -5.0654 -1.9096  0.07
H: 5.3380 -5.0970 -1.5017  0.09
H: 3.1532 -6.5894 0.0529  0.11
H: 4.2002 -7.3333 -1.1463  0.12
H: 5.8106 -8.0739 2.9067  0.08
H: 6.3209 -6.6237 3.8173  0.07
H: 7.1578 -7.0569 2.2998  0.08
C: 0.3644 -6.2298 -5.5091  -0.07
C: 0.7977 -5.1519 -6.4811  -0.25
O: 0.7282 -3.8265 -5.9102  -0.26
S: 1.8894 -3.3969 -4.9110  0.57
C: 1.5373 -1.6796 -4.8737  -0.12
O: 3.1508 -3.6297 -5.5495  -0.28
O: 1.6352 -3.9670 -3.6209  -0.29
H: 1.0677 -6.3264 -4.6836  0.07
H: 0.3058 -7.1878 -6.0262  0.08
H: -0.6125 -5.9939 -5.0873  0.08
H: 1.8067 -5.3291 -6.8559  0.11
H: 0.1284 -5.1173 -7.3383  0.12
H: 1.6997 -1.2592 -5.8599  0.06
H: 2.2149 -1.2306 -4.1499  0.09
H: 0.5068 -1.5411 -4.5602  0.06
C: 3.2006 4.2073 -11.7454  -0.07
C: 4.4005 3.4099 -11.2788  -0.25
O: 4.0825 2.5085 -10.1929  -0.26
S: 3.3252 1.1616 -10.5534  0.56
C: 3.5626 0.3466 -9.0131  -0.12
O: 4.0550 0.4827 -11.5802  -0.27
O: 1.9297 1.4345 -10.7281  -0.29
H: 2.4595 3.5686 -12.2232  0.07
H: 3.5203 4.9614 -12.4649  0.08
H: 2.7192 4.7029 -10.9026  0.09
H: 4.8513 2.8432 -12.0945  0.11
H: 5.1648 4.0685 -10.8719  0.12
H: 4.6247 0.1705 -8.8700  0.08
H: 3.0230 -0.5963 -9.0688  0.08
H: 3.1549 0.9697 -8.2209  0.07

Record 2
Here is 11 unconnected molecules or ions with the total composition C50H85Br20N3O3P2S from the OMol25 dataset. Energies are from the ωB97M-V functional and the def2-TZVPD basis.

Calculated values
SMILES: CCCCc1cc(CC[C@@H](C)CCC=C(C)C)c([PH2]=O)c2c1Sc1cc(N)cc(CCOC(C)=O)c1N2[PH2]=N.BrCCBr.BrCCBr.BrCCBr.BrCCBr.BrCCBr.BrCCBr.BrCCBr.BrCCBr.BrCCBr.BrCCBr
HOMO energy (eV): -7.2860
Strongest force on any atom (eV Å⁻¹): 2.4
Gap between HOMO and LUMO (eV): 7.13

Last column: Löwdin charge in e.
CARTESIAN COORDINATES (ANGSTROEM)
C: 0.1666 -3.2890 3.6607  -0.13
C: -0.0193 -2.2989 2.4930  -0.25
C: -1.3074 -1.4833 2.6840  -0.23
C: -1.6736 -0.5863 1.4457  -0.18
C: -0.4649 -0.1182 0.6826  -0.23
C: 0.2881 0.9462 1.0990  0.02
C: 1.3880 1.4033 0.4181  -0.19
C: 2.1282 2.6318 0.9101  -0.14
C: 2.1473 3.7290 -0.2072  -0.18
C: 1.2400 4.9320 0.0886  -0.34
C: 1.7987 5.6945 1.3095  -0.06
C: 1.0951 5.8161 -1.1725  -0.16
C: 2.3603 5.9152 -2.0444  -0.21
C: 3.5385 6.5800 -1.3601  -0.10
C: 4.7266 5.9894 -1.0998  -0.33
C: 5.3186 6.0754 0.3000  -0.07
C: 5.5647 5.2353 -2.1076  -0.07
C: 1.7761 0.7147 -0.7238  -0.21
P: 3.2766 1.1908 -1.6588  0.80
O: 4.3292 1.8313 -0.8241  -0.43
C: 1.0286 -0.3620 -1.1828  -0.30
C: -0.0795 -0.7556 -0.4811  -0.37
S: -1.0094 -2.1274 -1.1527  1.07
C: -0.7646 -1.8480 -2.8994  -0.43
C: -1.7969 -2.1626 -3.7269  -0.07
C: -1.6795 -1.9368 -5.0849  -0.32
N: -2.7511 -2.2792 -5.9390  0.09
C: -0.5116 -1.3775 -5.5288  0.00
C: 0.5454 -1.0548 -4.7051  -0.14
C: 1.7262 -0.3927 -5.4152  -0.08
C: 3.0628 -1.1465 -5.4432  -0.14
O: 3.9873 -0.3894 -4.6186  -0.08
C: 5.2410 -0.8914 -4.6295  -0.55
C: 6.2212 -0.1403 -3.7522  0.02
O: 5.5900 -1.8515 -5.2905  0.09
C: 0.4362 -1.3085 -3.3358  -0.23
N: 1.4826 -1.0124 -2.3886  -0.18
P: 2.5811 -2.3109 -2.0779  0.74
N: 2.0062 -3.7498 -1.8610  -0.27
H: -0.7031 -3.9626 3.7658  0.04
H: 0.3314 -2.7275 4.5868  0.08
H: 1.0936 -3.8603 3.4711  0.01
H: -0.0663 -2.8362 1.5388  0.10
H: 0.8586 -1.6437 2.5069  0.10
H: -2.1078 -2.2112 2.8443  0.08
H: -1.2032 -0.7978 3.5302  0.10
H: -2.2464 0.2807 1.7862  0.08
H: -2.3511 -1.1796 0.8256  0.07
H: 0.0124 1.4895 2.0004  0.14
H: 3.1490 2.4268 1.2139  0.05
H: 1.5466 3.0434 1.7408  0.11
H: 3.1831 4.0169 -0.3786  0.09
H: 1.7593 3.2653 -1.1272  0.09
H: 0.2441 4.5555 0.3557  0.13
H: 2.3990 6.5615 1.0323  0.05
H: 0.9800 6.0601 1.9422  0.08
H: 2.4190 5.0743 1.9646  0.08
H: 0.7173 6.8118 -0.9182  0.12
H: 0.3358 5.3344 -1.8037  0.11
H: 2.0925 6.5564 -2.9055  0.11
H: 2.6429 4.9578 -2.4917  0.09
H: 3.3853 7.6125 -1.0296  0.12
H: 5.3897 5.0468 0.6689  0.08
H: 4.6598 6.6531 0.9499  0.06
H: 6.2919 6.5824 0.3321  0.02
H: 5.3459 4.1528 -2.1382  0.07
H: 6.6055 5.3098 -1.7751  0.07
H: 5.4706 5.6031 -3.1317  0.01
H: 2.9170 1.9329 -2.8072  0.03
H: 3.8215 -0.0072 -2.1502  -0.03
H: -2.7257 -2.5910 -3.3601  0.11
H: -3.5709 -2.4031 -5.3535  0.08
H: -2.9974 -1.5223 -6.5684  0.09
H: -0.4239 -1.1673 -6.5922  0.12
H: 1.8320 0.6113 -4.9894  0.12
H: 1.4338 -0.2462 -6.4573  0.11
H: 2.9891 -2.1857 -5.1248  0.12
H: 3.4701 -1.0713 -6.4530  0.13
H: 5.9694 0.9184 -3.6460  0.08
H: 7.2252 -0.2371 -4.1623  0.09
H: 6.2398 -0.5766 -2.7476  0.09
H: 3.5270 -2.3686 -3.1201  0.01
H: 3.2728 -1.9036 -0.9113  0.02
H: 0.9967 -3.7369 -1.9743  -0.07
Br: -4.3104 -0.5466 3.7427  0.70
C: -5.4802 1.0059 3.8086  -0.69
C: -4.8266 2.1972 3.1621  -0.75
Br: -3.4742 2.9852 4.3228  0.62
H: -5.7373 1.1707 4.8504  0.05
H: -6.3729 0.7159 3.2602  0.01
H: -5.5471 2.9879 2.9891  0.00
H: -4.3332 1.9524 2.2253  0.03
Br: 3.7061 4.2509 -5.7051  0.61
C: 4.9824 4.6600 -7.1186  -0.69
C: 6.3752 4.2310 -6.7430  -0.69
Br: 7.1781 5.4600 -5.4673  0.65
H: 4.9062 5.7250 -7.3136  0.05
H: 4.6339 4.1071 -7.9887  0.06
H: 7.0296 4.2518 -7.6122  0.06
H: 6.4075 3.2436 -6.2929  0.04
Br: -7.5546 2.4285 1.2435  0.71
C: -7.2761 1.4094 -0.3899  -0.67
C: -5.8188 1.0907 -0.5995  -0.72
Br: -4.8294 2.6412 -1.2363  0.62
H: -7.7080 1.9893 -1.1997  0.05
H: -7.8477 0.4931 -0.2552  0.02
H: -5.7006 0.3367 -1.3751  0.05
H: -5.3252 0.7523 0.3066  0.02
Br: 9.3234 6.0154 0.3460  0.62
C: 10.0110 6.6343 2.0598  -0.69
C: 9.0894 6.2634 3.1900  -0.70
Br: 7.5243 7.4189 3.2474  0.62
H: 10.1631 7.7054 1.9704  0.05
H: 10.9738 6.1407 2.1761  0.06
H: 9.5837 6.4055 4.1492  0.06
H: 8.7260 5.2436 3.1173  -0.04
Br: -9.9835 -3.1975 0.1547  0.61
C: -8.5294 -2.7124 -1.0418  -0.69
C: -7.2102 -3.2435 -0.5453  -0.67
Br: -6.5234 -2.1928 0.9431  0.65
H: -8.5445 -1.6308 -1.1347  0.03
H: -8.7834 -3.1593 -2.0011  0.06
H: -6.4516 -3.1677 -1.3224  0.06
H: -7.2703 -4.2713 -0.2001  0.05
Br: -1.2993 -6.9579 3.7310  0.62
C: -0.6876 -6.4769 5.5159  -0.71
C: -1.7290 -6.7834 6.5577  -0.70
Br: -3.1573 -5.4610 6.5476  0.60
H: -0.4098 -5.4274 5.4830  0.02
H: 0.2041 -7.0795 5.6794  0.04
H: -1.2971 -6.7299 7.5551  0.06
H: -2.1953 -7.7534 6.4178  0.05
Br: -16.1012 -5.3208 1.4754  0.61
C: -14.6508 -4.8209 0.2792  -0.70
C: -13.3258 -5.3365 0.7724  -0.70
Br: -12.6482 -4.2730 2.2545  0.60
H: -14.6747 -3.7396 0.1876  0.05
H: -14.9022 -5.2709 -0.6791  0.06
H: -12.5693 -5.2521 -0.0070  0.04
H: -13.3741 -6.3651 1.1179  0.04
Br: 4.1502 -2.9910 2.6219  0.61
C: 5.1792 -3.8575 4.0267  -0.69
C: 4.6618 -5.2544 4.2168  -0.69
Br: 2.9688 -5.1769 5.1663  0.66
H: 5.0894 -3.2468 4.9196  0.05
H: 6.2156 -3.8545 3.6944  0.06
H: 5.3308 -5.8499 4.8355  0.06
H: 4.4850 -5.7790 3.2831  0.05
Br: 4.8128 1.2611 3.1524  0.64
C: 6.1288 1.8898 1.8617  -0.68
C: 7.5234 1.4865 2.2522  -0.67
Br: 8.2160 2.5979 3.6954  0.65
H: 6.0039 2.9654 1.7824  0.04
H: 5.8440 1.4263 0.9181  0.03
H: 8.2099 1.6392 1.4218  0.06
H: 7.5891 0.4568 2.5897  0.05
Br: -8.9857 -6.1841 2.8614  0.60
C: -10.2601 -7.5432 2.3097  -0.70
C: -11.1075 -8.0089 3.4634  -0.71
Br: -10.1251 -9.2160 4.6307  0.61
H: -9.6888 -8.3442 1.8510  0.05
H: -10.8788 -7.0623 1.5533  0.03
H: -11.9569 -8.5874 3.1043  0.06
H: -11.4638 -7.1907 4.0817  0.04